Record 1
Here is a molecular structure, C29H19N6O2SeSn from the OMol25 dataset. Energies are from the ωB97M-V functional and the def2-TZVPD basis.

For the HOMO-LUMO gap, the calculation gives 6.01 eV. For the LUMO energy, the calculation gives -10.3 eV. The total charge is +3. The HOMO energy is -16.3 eV.

Positions of all 58 atoms, in Å:
1 Sn 0.213 -1.255 -1.703
2 C -4.100 -0.065 -4.331
3 O -3.486 0.321 -3.072
4 C -3.353 1.584 -2.781
5 C -3.646 2.644 -3.651
6 C -3.454 3.934 -3.226
7 C -2.972 4.261 -1.924
8 C -2.695 3.269 -1.052
9 C -2.879 1.901 -1.447
10 N -2.734 0.875 -0.625
11 N -2.581 0.974 0.604
12 C -1.741 0.708 1.524
13 C -0.341 0.305 1.146
14 O -0.053 0.188 -0.081
15 C 0.577 0.091 2.187
16 C 0.186 0.228 3.493
17 C -1.140 0.560 3.905
18 C -1.461 0.653 5.262
19 C -2.754 0.966 5.649
20 C -3.727 1.189 4.685
21 C -3.421 1.110 3.328
22 C -2.133 0.794 2.934
23 H -5.095 0.370 -4.405
24 H -4.168 -1.146 -4.292
25 H -3.471 0.248 -5.163
26 H -4.021 2.453 -4.645
27 H -3.688 4.743 -3.908
28 H -2.857 5.299 -1.644
29 H -2.360 3.480 -0.044
30 H 1.595 -0.165 1.927
31 H 0.924 0.074 4.273
32 H -0.693 0.479 6.006
33 H -3.004 1.037 6.699
34 H -4.737 1.431 4.987
35 H -4.192 1.297 2.592
36 Se 7.509 -2.758 0.670
37 N 6.811 -1.529 -0.396
38 C 5.517 -1.733 -0.422
39 C 4.593 -0.927 -1.205
40 C 5.000 0.133 -2.024
41 C 4.057 0.827 -2.753
42 C 2.723 0.454 -2.656
43 N 2.323 -0.547 -1.870
44 C 3.238 -1.238 -1.150
45 C 2.746 -2.343 -0.337
46 N 1.413 -2.580 -0.355
47 C 0.915 -3.607 0.338
48 C 1.722 -4.441 1.099
49 C 3.081 -4.206 1.135
50 C 3.616 -3.138 0.406
51 C 5.036 -2.825 0.369
52 N 5.942 -3.503 1.028
53 H 6.052 0.383 -2.078
54 H 4.337 1.644 -3.402
55 H 1.959 0.968 -3.227
56 H -0.154 -3.771 0.277
57 H 1.279 -5.265 1.640
58 H 3.749 -4.838 1.707



Record 2
Here is 2 unconnected molecules or ions with the total composition C6H15NO3P from the OMol25 dataset. Energies are from the ωB97M-V functional and the def2-TZVPD basis.

For the HOMO-LUMO gap (alpha / beta), the calculation gives 6.15 / 8.50 eV. For the LUMO energy (alpha / beta), the calculation gives 2.5 / 3.5 eV. The total charge is -1. The HOMO energy (alpha / beta) is -3.6 / -5.0 eV.

Positions of all 26 atoms, in Å:
1 C -0.816 -0.743 -1.888
2 C 1.190 0.615 -1.336
3 C 1.074 -1.902 -0.462
4 C -0.766 -0.894 1.510
5 C 0.315 -0.598 -0.915
6 C -0.335 -0.085 0.357
7 N 1.791 0.953 2.051
8 O -2.953 0.777 0.163
9 O -1.523 2.044 1.685
10 O -1.178 2.369 -0.772
11 P -1.532 1.335 0.196
12 H -1.287 -1.714 -1.558
13 H -0.490 -0.831 -2.825
14 H -1.460 0.101 -1.936
15 H 2.079 0.725 -0.870
16 H 1.472 0.543 -2.368
17 H 0.799 1.565 -1.130
18 H 1.468 -2.333 -1.337
19 H 0.481 -2.555 0.028
20 H 1.888 -1.795 0.153
21 H -1.662 -0.364 1.916
22 H -1.382 -1.853 1.197
23 H 0.127 -1.110 2.049
24 H -0.922 2.692 1.622
25 H 2.438 1.665 1.748
26 H 1.184 1.389 2.722



Record 3
Here is a single C6H11NO2S molecule from the OMol25 dataset. Energies are from the ωB97M-V functional and the def2-TZVPD basis.

As for the SMILES: C=N[S@](=O)(=CC)OC1CC1. For the HOMO-LUMO gap, the calculation gives 8.65 eV. For the LUMO energy, the calculation gives 0.1 eV. The HOMO energy is -8.5 eV.

Positions of all 21 atoms, in Å:
1 C -0.997 -0.330 -2.434
2 C -1.502 0.894 1.319
3 C 2.848 -0.084 0.943
4 C 2.424 -0.793 -0.259
5 C 2.009 0.624 -0.059
6 C -2.814 0.462 1.838
7 N -0.975 0.667 -1.626
8 O -0.482 -1.491 -0.099
9 O 0.739 0.959 0.310
10 S -0.693 0.278 0.053
11 H -1.471 -0.154 -3.353
12 H -0.868 -1.289 -2.080
13 H -1.311 1.961 1.282
14 H 2.415 -0.325 1.855
15 H 3.924 0.178 1.083
16 H 3.161 -1.069 -0.875
17 H 1.704 -1.550 -0.129
18 H 2.537 1.324 -0.664
19 H -2.871 -0.703 1.954
20 H -3.027 0.885 2.732
21 H -3.640 0.602 1.171



Record 4
Here is a gas-phase ion, C3H8NO2 (charge +1) from the OMol25 dataset. Energies are from the ωB97M-V functional and the def2-TZVPD basis.

As for the SMILES: C[NH2+]CC(=O)O. For the HOMO-LUMO gap, the calculation gives 12.00 eV. For the LUMO energy, the calculation gives -3.6 eV. The total charge is +1. The HOMO energy is -15.6 eV.

Positions of all 14 atoms, in Å:
1 O -2.116 0.284 -0.603
2 C -0.804 0.271 -0.754
3 C -0.042 0.441 0.543
4 N 1.029 -0.585 0.614
5 C 1.946 -0.410 1.758
6 O -0.182 0.056 -1.757
7 H -2.611 0.568 -1.387
8 H -0.620 0.498 1.455
9 H 0.491 1.390 0.468
10 H 0.631 -1.528 0.649
11 H 1.533 -0.558 -0.279
12 H 2.743 -1.142 1.668
13 H 1.490 -0.508 2.732
14 H 2.427 0.556 1.665



Record 5
Here is a molecular structure, C5H8N3S2 from the OMol25 dataset. Energies are from the ωB97M-V functional and the def2-TZVPD basis.

For the HOMO-LUMO gap, the calculation gives 8.02 eV. For the LUMO energy, the calculation gives -4.5 eV. The total charge is +1. The HOMO energy is -12.5 eV.

Positions of all 18 atoms, in Å:
1 C -2.571 0.639 0.009
2 C -3.748 0.835 -0.038
3 C 1.766 0.732 0.076
4 C -0.573 0.655 -0.211
5 C -5.133 0.747 0.277
6 N 1.341 -0.516 -0.105
7 N 0.020 -0.513 -0.294
8 N 4.378 -1.403 0.008
9 S 3.366 1.235 0.170
10 S 0.498 1.951 0.024
11 H -5.156 0.422 1.236
12 H -5.520 0.142 -0.511
13 H -5.749 1.731 0.148
14 H 5.255 -1.898 -0.104
15 H -0.373 -1.409 -0.554
16 H 3.752 -2.099 0.391
17 H 4.081 -1.169 -0.934
18 H 4.367 -0.083 0.414



Record 6
Here is a single C4H8N2O2 molecule from the OMol25 dataset. Energies are from the ωB97M-V functional and the def2-TZVPD basis.

As for the SMILES: NC(=O)C[C@@H](N)C=O. For the HOMO-LUMO gap, the calculation gives 10.21 eV. For the LUMO energy, the calculation gives 0.7 eV. The HOMO energy is -9.5 eV.

Positions of all 16 atoms, in Å:
1 O 0.829 2.880 0.495
2 C 0.188 2.196 -0.241
3 C 0.506 0.688 -0.351
4 C -0.627 0.028 0.427
5 C -0.632 -1.499 0.516
6 N 0.601 -2.085 0.365
7 O -1.590 -2.194 0.770
8 N 0.593 0.382 -1.763
9 H -0.646 2.484 -0.909
10 H 1.451 0.520 0.130
11 H -0.700 0.299 1.485
12 H -1.661 0.192 0.091
13 H 0.755 -3.057 0.566
14 H 1.414 -1.572 0.082
15 H -0.205 0.602 -2.339
16 H 0.927 -0.547 -1.968



Record 7
Here is a molecular structure, C24H25N8OPtSSe from the OMol25 dataset. Energies are from the ωB97M-V functional and the def2-TZVPD basis.

For the HOMO-LUMO gap (alpha / beta), the calculation gives 5.96 / 3.71 eV. For the LUMO energy (alpha / beta), the calculation gives -9.7 / -12.7 eV. The expectation value of S² is 6.0625. The total charge is +3. The HOMO energy (alpha / beta) is -15.7 / -16.4 eV. The spin multiplicity is 5.

Positions of all 61 atoms, in Å:
1 Pt -0.217 0.118 -0.053
2 C 0.685 1.838 5.451
3 C -0.779 1.497 5.235
4 N -0.955 0.397 4.266
5 C -0.974 0.506 2.956
6 S -1.337 -0.822 1.944
7 N -0.824 1.807 2.485
8 N -0.704 1.867 1.189
9 C -0.992 3.021 0.602
10 C -1.154 4.295 1.337
11 C -1.305 2.892 -0.823
12 C -1.650 3.994 -1.593
13 C -2.096 3.801 -2.896
14 C -2.190 2.512 -3.379
15 C -1.810 1.456 -2.552
16 N -1.376 1.629 -1.314
17 H 0.769 2.625 6.199
18 H 1.140 2.202 4.528
19 H 1.244 0.974 5.811
20 H -1.338 2.357 4.872
21 H -1.244 1.159 6.158
22 H -1.109 -0.531 4.639
23 H -0.764 4.219 2.346
24 H -2.214 4.560 1.391
25 H -0.645 5.103 0.809
26 H -1.588 4.991 -1.181
27 H -2.375 4.647 -3.509
28 H -2.551 2.307 -4.377
29 H -1.864 0.439 -2.914
30 Se 4.020 -6.480 -0.525
31 N 2.557 -5.927 -1.370
32 C 2.291 -4.733 -0.923
33 C 1.172 -3.933 -1.360
34 C 0.249 -4.396 -2.303
35 C -0.803 -3.575 -2.651
36 C -0.887 -2.322 -2.061
37 N 0.004 -1.863 -1.173
38 C 1.010 -2.655 -0.809
39 C 1.937 -2.139 0.229
40 N 1.674 -0.934 0.725
41 C 2.472 -0.430 1.673
42 C 3.577 -1.105 2.169
43 C 3.863 -2.360 1.667
44 C 3.029 -2.891 0.681
45 C 3.239 -4.203 0.111
46 N 4.215 -4.997 0.441
47 H 0.364 -5.383 -2.734
48 H -1.554 -3.889 -3.361
49 H -1.710 -1.662 -2.296
50 H 2.211 0.555 2.039
51 H 4.195 -0.651 2.931
52 H 4.711 -2.931 2.023
53 C 1.628 0.786 -3.739
54 C 1.623 1.898 -2.717
55 O 1.613 1.388 -1.362
56 H 1.607 1.198 -4.748
57 H 0.757 0.138 -3.613
58 H 2.531 0.177 -3.655
59 H 0.730 2.514 -2.804
60 H 2.485 2.556 -2.836
61 H 2.482 1.010 -1.188



Record 8
Here is a molecular structure, C28H28AsN10O8STi from the OMol25 dataset. Energies are from the ωB97M-V functional and the def2-TZVPD basis.

For the HOMO-LUMO gap (alpha / beta), the calculation gives 5.11 / 6.94 eV. For the LUMO energy (alpha / beta), the calculation gives 2.1 / 2.1 eV. The expectation value of S² is 2.0366. The total charge is -1. The HOMO energy (alpha / beta) is -3.0 / -4.9 eV. The spin multiplicity is 3.

Positions of all 77 atoms, in Å:
1 Ti -0.599 0.672 -0.924
2 N -1.446 -4.476 0.677
3 C -1.487 -3.365 -0.129
4 N -1.287 -2.175 0.261
5 C -1.022 -1.929 1.608
6 N -0.941 -0.728 2.071
7 N -1.095 0.302 1.204
8 C -1.313 1.457 1.849
9 C -1.552 2.639 1.137
10 C -1.905 3.856 1.769
11 C -2.238 4.937 1.002
12 C -2.218 4.828 -0.400
13 C -1.814 3.633 -0.952
14 N -1.463 2.574 -0.223
15 C -0.855 -3.068 2.518
16 C -0.467 -2.932 3.850
17 C -0.344 -4.042 4.670
18 C -0.597 -5.313 4.167
19 C -0.965 -5.473 2.839
20 C -1.093 -4.356 2.021
21 H -1.637 -5.382 0.287
22 H -1.707 -3.558 -1.177
23 H -1.350 1.451 2.932
24 H -1.914 3.902 2.850
25 H -2.516 5.872 1.472
26 H -2.481 5.658 -1.039
27 H -1.735 3.500 -2.025
28 H -0.269 -1.935 4.217
29 H -0.046 -3.919 5.703
30 H -0.500 -6.183 4.804
31 H -1.154 -6.460 2.433
32 C -0.816 -2.270 -4.042
33 C -1.079 -1.377 -2.867
34 N -0.125 -1.093 -2.045
35 O 1.103 -1.634 -2.373
36 C -2.406 -0.835 -2.633
37 C -3.603 -1.269 -3.421
38 N -2.518 0.031 -1.641
39 O -3.638 0.496 -1.292
40 H -0.142 -3.077 -3.759
41 H -0.309 -1.691 -4.818
42 H -1.737 -2.674 -4.453
43 H 1.658 -1.407 -1.593
44 H -3.449 -1.155 -4.496
45 H -4.439 -0.644 -3.115
46 H -3.877 -2.313 -3.232
47 O 2.686 1.403 -2.648
48 As 1.325 2.442 -2.999
49 O 1.418 2.966 -4.532
50 O -0.113 1.611 -2.620
51 C 1.375 3.928 -1.744
52 C 1.098 5.155 -2.336
53 C 0.977 6.305 -1.567
54 C 1.123 6.231 -0.192
55 C 1.416 5.015 0.410
56 C 1.552 3.872 -0.362
57 S 2.078 2.381 0.465
58 O 3.454 2.185 0.021
59 O 1.894 2.577 1.876
60 O 1.243 1.301 -0.107
61 H 3.055 1.576 -1.762
62 H 0.979 5.191 -3.413
63 H 0.758 7.251 -2.045
64 H 1.011 7.118 0.420
65 H 1.540 4.936 1.481
66 N 2.468 -4.638 2.322
67 C 2.854 -3.424 1.782
68 C 2.169 -2.861 0.693
69 N 2.538 -1.710 0.167
70 C 3.604 -1.099 0.694
71 C 4.284 -1.672 1.749
72 N 3.918 -2.829 2.301
73 H 1.475 -4.820 2.300
74 H 2.869 -4.793 3.234
75 H 1.309 -3.358 0.256
76 H 3.882 -0.137 0.287
77 H 5.149 -1.180 2.177



Values of energy relative to the best compared isomer or geometry (same formula, charge and spin), in order: 1.4 384.0 692.0 76.0 443.7 137.6 0.4 3.4, all in kJ/mol.
Values of largest force on an atom, in order: 0.006 0.103 0.154 0.026 0.144 0.044 0.002 0.016, all in Eh/bohr.